1) Formula: H30O15
Source: OMol25
Level of theory: ωB97M-V/def2-TZVPD

The geometry in XYZ format:
```
45
H30O15, DFT ωB97M-V/def2-TZVPD
H 0.8441 -0.5167 -0.4432
H -0.4425 -1.2525 -0.1049
H 2.2797 -1.5455 0.7969
H 1.1992 -0.6045 1.3148
H -3.5706 -1.4977 -0.1858
H -2.7053 -0.2723 -0.4541
H -4.2460 -1.4231 3.6036
H -3.2494 -1.2876 2.4366
H 3.2401 1.7422 1.3911
H 3.6993 0.3620 1.8357
H 0.8851 2.8883 -2.2670
H 1.1984 3.5812 -0.9105
H 0.8083 -2.6067 -2.3997
H 0.0232 -1.7692 -3.3941
H 4.7509 1.3585 -1.6166
H 5.9227 0.4475 -2.2948
H -3.6092 -1.0896 -3.2140
H -3.4567 -2.4470 -3.7135
H -3.6735 1.3510 0.0195
H -3.8705 1.4895 -1.4950
H -1.5785 3.2335 -1.9263
H -1.3386 2.8468 -0.4803
H -1.3912 0.9062 1.6941
H -0.2320 0.9490 2.7057
H 1.4288 -3.5628 2.2488
H 2.5163 -4.2478 2.9208
H 1.9950 -1.2998 -1.5790
H 2.1169 -2.6107 -1.1773
H -0.8111 3.3940 3.1889
H 0.4678 3.0056 2.4941
O -0.1034 -0.3871 -0.3583
O 2.0587 -0.9910 1.4718
O -3.1251 -0.7937 0.3205
O -3.3434 -1.2033 3.3573
O 4.0274 1.3163 1.7842
O 1.5974 3.1920 -1.6573
O -0.0744 -2.4059 -2.7048
O 5.6822 1.2053 -1.6420
O -3.6951 -1.9654 -2.9140
O -3.7975 1.9333 -0.6584
O -2.0528 2.8857 -1.1801
O -0.8337 0.3337 2.2115
O 2.2694 -3.9912 1.9610
O 2.6804 -1.8253 -1.3058
O -0.4908 3.1745 2.3200
```

- HOMO (eV) = -10.0053
- multiplicity = 1
- gap between HOMO and LUMO (Eh) = 0.353
- LUMO (eV) = -0.41
- total charge = 0

Atomic partial charges in e from the Mulliken method, atoms 1 to 2: 0.059 0.415



2) Formula: H30O15
Source: OMol25
Level of theory: ωB97M-V/def2-TZVPD

The geometry in XYZ format:
```
45
H30O15, DFT ωB97M-V/def2-TZVPD
O 3.1396 0.2122 -0.8661
H 2.2856 -0.1668 -0.7321
H 3.4606 0.2222 0.0209
O -1.8864 -1.9258 0.5929
H -2.2354 -2.1828 -0.2701
H -1.2304 -2.5558 0.9209
O 0.4256 -0.4738 -0.2051
H 0.3806 0.4792 -0.3381
H -0.4374 -0.7168 0.2079
O 0.6226 -3.2018 -0.4731
H 0.7176 -3.6968 -1.3201
H 0.6186 -2.2728 -0.7151
O -2.1794 0.7352 -2.0371
H -2.5204 0.9682 -1.1201
H -2.5684 1.4452 -2.5501
O -1.5684 1.2512 1.6359
H -0.7244 1.5852 1.3839
H -1.4384 1.2882 2.6299
O 1.1596 1.8752 1.9669
H 0.9586 2.3102 2.7779
H 1.7796 2.4152 1.4449
O 0.2976 2.2652 -1.0061
H -0.3104 2.9322 -0.6341
H 0.5076 2.7082 -1.8381
O 2.7696 3.0782 0.0399
H 2.1466 2.7002 -0.5541
H 2.7516 4.0342 -0.0001
O -3.6044 0.6042 0.2849
H -4.0444 -0.2268 0.3959
H -2.8514 0.6352 0.8779
O -2.9684 -1.1648 2.9629
H -3.5704 -1.9108 3.1679
H -2.7794 -1.2438 1.9999
O 3.0566 -0.0238 1.7809
H 2.6396 -0.8878 1.6789
H 2.3206 0.5642 1.7909
O 2.1686 -2.6918 1.8039
H 1.5786 -2.7448 1.0589
H 2.7086 -3.4718 1.8259
O -1.3044 -1.9688 -2.9681
H -0.7074 -1.1938 -2.8161
H -1.4384 -1.9628 -3.9091
O 0.5866 0.4412 -3.1881
H 1.1556 1.2042 -3.2801
H 0.1336 0.7282 -2.4291
```

- HOMO (eV) = -10.1239
- multiplicity = 1
- gap between HOMO and LUMO (Eh) = 0.355
- LUMO (eV) = -0.45
- total charge = 0

Atomic partial charges in e from the Mulliken method, atoms 1 to 2: -0.681 0.234



Top of the stability list: 2), leading by 0.1535 hartree.



1) Formula: C5H11N2
Source: OMol25
Level of theory: ωB97M-V/def2-TZVPD

The geometry in XYZ format:
```
18
C5H11N2, DFT ωB97M-V/def2-TZVPD
C 2.0927 -0.5103 -0.2171
C 0.8940 0.3473 0.2805
N 0.0539 0.9851 -0.7565
C -1.2996 1.1338 -0.1935
C -1.5815 -0.1444 0.4742
N -1.0931 -1.2317 -0.2849
C -0.3139 -0.8097 0.8132
H 2.4422 -1.1875 0.6739
H 2.8099 0.1928 -0.7021
H 1.7212 -1.2961 -0.8257
H 1.3027 0.9500 1.1348
H -0.0934 0.2674 -1.5390
H 0.4387 1.8790 -1.0175
H -1.9521 1.4216 -0.9250
H -1.2909 1.8790 0.5154
H -2.5078 -0.1751 1.0496
H -1.5092 -2.2513 -0.1365
H -0.1137 -1.4498 1.6560
```

- HOMO (eV) = -13.8039
- structure (SMILES) = C[C@H]1[NH2+]C[C@H]2N[C@H]21
- multiplicity = 1
- gap between HOMO and LUMO (Eh) = 0.395
- LUMO (eV) = -3.06
- total charge = +1

Atomic partial charges in e from the Mulliken method, atoms 1 to 2: -1.259 -0.221



2) Formula: C5H11N2
Source: OMol25
Level of theory: ωB97M-V/def2-TZVPD

The geometry in XYZ format:
```
18
C5H11N2, DFT ωB97M-V/def2-TZVPD
C 0.2926 -0.7067 -0.1415
C 0.6849 -1.9642 -0.1090
C -0.7593 1.3025 -0.6851
C 2.2294 0.8415 0.0835
C -2.0518 -0.1234 0.7680
N 0.9271 0.4268 0.2314
N -1.1004 -0.1148 -0.3513
H 0.1212 -2.8652 -0.2128
H 1.7641 -2.0961 -0.2458
H -1.1183 2.1350 -0.0370
H -0.5114 1.5057 -1.8430
H 2.4725 1.1251 -0.9133
H 2.3830 1.9046 0.5492
H 3.0324 0.1026 0.4599
H -2.1146 -1.1717 1.1601
H -1.6776 0.4139 1.6043
H -2.8638 0.5452 0.5256
H -1.5096 -0.5144 -1.2002
```

- HOMO (alpha / beta) (eV) = -12.8129 / -12.6137
- multiplicity = 1
- gap between HOMO and LUMO (alpha / beta) (Eh) = 0.285 / 0.270
- LUMO (alpha / beta) (eV) = -5.06 / -5.27
- total charge = +1

Atomic partial charges in e from the Mulliken method, atoms 1 to 2: 0.589 -0.991



Top of the stability list: 1), leading by 0.1180 hartree.



1) Formula: C5H11N2
Source: OMol25
Level of theory: ωB97M-V/def2-TZVPD

The geometry in XYZ format:
```
18
C5H11N2, DFT ωB97M-V/def2-TZVPD
C 1.7760 0.6780 1.9981
C -0.1036 -0.3123 -1.9942
C 2.2650 1.8707 2.6824
C -1.1896 -0.1942 -3.0108
C -1.2407 0.1555 0.2236
N -0.1734 -0.0750 -0.7228
N 1.5202 -0.1284 1.2491
H 0.9408 -0.5895 -2.4791
H 1.6838 2.7555 2.3854
H 3.2805 1.9728 2.2996
H 2.3407 1.7064 3.7204
H -0.8298 0.2116 -3.9663
H -1.8945 0.5113 -2.6063
H -1.8045 -1.0364 -3.2400
H -1.2317 -0.6760 0.9704
H -0.9482 0.9337 0.8404
H -2.2406 0.2687 -0.2760
H 0.7212 -0.0875 -0.0109
```

- HOMO (eV) = -15.8747
- multiplicity = 1
- gap between HOMO and LUMO (Eh) = 0.449
- LUMO (eV) = -3.65
- total charge = +1

Atomic partial charges in e from the Mulliken method, atoms 1 to 2: 0.351 0.388



2) Formula: C5H11N2
Source: OMol25
Level of theory: ωB97M-V/def2-TZVPD

The geometry in XYZ format:
```
18
C5H11N2, DFT ωB97M-V/def2-TZVPD
C 0.9283 1.1985 -0.4619
C -0.2939 -1.1928 1.5830
C 0.2345 -1.9729 0.3329
C -0.6332 -0.7925 0.1800
C -1.6658 -0.3935 -0.8330
N 1.5076 1.6858 0.6320
N 1.0029 1.9131 -1.5587
H -1.0007 -1.7813 2.2763
H 0.3347 -0.3549 1.9602
H 1.2516 -1.8432 0.0446
H -0.2292 -2.8293 -0.0465
H -2.0866 0.5390 -0.5999
H -2.4050 -1.1994 -0.9049
H -1.2060 -0.5031 -1.9519
H 1.5061 1.0682 1.3894
H 1.8136 2.6221 0.8205
H 0.7298 1.4997 -2.3653
H 1.4453 2.8627 -1.4688
```

- HOMO (eV) = -13.6869
- multiplicity = 1
- gap between HOMO and LUMO (Eh) = 0.317
- LUMO (eV) = -5.05
- total charge = +1

Atomic partial charges in e from the Mulliken method, atoms 1 to 2: 0.162 -0.390



3) Formula: C5H11N2
Source: OMol25
Level of theory: ωB97M-V/def2-TZVPD

The geometry in XYZ format:
```
18
C5H11N2, DFT ωB97M-V/def2-TZVPD
C -1.8011 0.5762 0.3586
C 1.1910 0.7785 -1.3701
C 1.1840 1.1299 0.0248
C 0.6026 -0.1971 0.1556
C 1.2548 -1.4989 0.5291
N -3.0523 0.1756 0.4151
N -0.8089 -0.2624 0.0900
H -1.3482 1.6076 0.4780
H 0.4677 1.1972 -2.0100
H 2.0501 0.3510 -1.8339
H 2.1975 1.3609 0.5075
H 0.5284 1.9058 0.2332
H 2.3882 -1.4434 0.6072
H 0.9692 -2.4253 -0.0458
H 0.9884 -1.6084 1.5507
H -3.7484 0.8980 0.2318
H -3.3019 -0.7568 0.1438
H -1.1731 -1.2339 0.0690
```

- HOMO (alpha / beta) (eV) = -12.2029 / -12.2027
- multiplicity = 1
- gap between HOMO and LUMO (alpha / beta) (Eh) = 0.309 / 0.309
- LUMO (alpha / beta) (eV) = -3.80 / -3.80
- total charge = +1

Atomic partial charges in e from the Mulliken method, atoms 1 to 2: 0.235 -0.616



Top of the stability list: 1), leading by 0.0378 hartree.